[1]
Here is the molecule CH3N5O in a non-equilibrium geometry from the OMol25 dataset. Energies are from ωB97M-V with the def2-TZVPD basis set.

Last column: Mulliken charge in e.
Atoms and positions in Å:
C: 0.2955 0.5440 0.0509  0.581
H: -1.5737 -1.1057 1.5349  0.238
H: -1.9405 0.4378 2.4863  0.269
H: 1.1978 -1.3301 -2.2828  0.310
N: -1.5708 0.0121 1.4700  -0.558
N: -0.4586 0.6339 1.0704  -0.175
N: 1.4189 1.1071 -0.3224  -0.257
N: 1.8387 0.4517 -1.3239  -0.212
N: 0.9530 -0.3405 -1.7951  0.090
O: -0.1603 -0.4103 -0.8884  -0.287

**Total energy**: -388.72337 Eh
**SMILES string**: N/N=c1/nn[nH]o1
**HOMO-LUMO gap**: 8.07 eV
**Charge**: 0
**LUMO level**: 0.156 eV



[2]
Here is the molecule CH3N5O2 in a non-equilibrium geometry from the OMol25 dataset. Energies are from ωB97M-V with the def2-TZVPD basis set.

Last column: Mulliken charge in e.
Atoms and positions in Å:
C: 0.5645 0.0038 -0.4399  0.013
N: 1.2917 -0.0929 0.7522  -0.205
N: 0.6167 0.3215 1.7110  -0.228
N: -0.5208 0.8440 -0.1633  -0.319
N: -0.5102 0.9234 1.2847  -0.075
N: -0.0399 -1.2935 -0.8625  0.886
O: 0.4062 -1.8847 -1.8183  -0.588
O: -1.0743 -1.5763 -0.2857  -0.515
H: 1.1209 0.3322 -1.3169  0.422
H: -0.5014 1.8352 -0.5890  0.311
H: -1.3534 0.5873 1.7279  0.299

**Total energy**: -463.97610 Eh
**SMILES string**: O=[N+]([O-])[C@@H]1N=NNN1
**HOMO-LUMO gap**: 9.88 eV
**Charge**: 0
**LUMO level**: -0.214 eV



[3]
Here is the molecule CH3NO in a non-equilibrium geometry from the OMol25 dataset. Energies are from ωB97M-V with the def2-TZVPD basis set.

Last column: Mulliken charge in e.
Atoms and positions in Å:
C: 0.9943 0.3660 -0.1985  0.107
N: -0.0319 -0.3799 0.1036  -0.305
O: 2.3543 -0.1985 -0.0256  -0.614
H: 0.7162 1.3559 -0.3915  0.301
H: -0.9906 0.0826 0.1372  0.268
H: 0.2469 -1.2063 0.5246  0.245

**Total energy**: -169.83387 Eh
**SMILES string**: NC=O
**HOMO-LUMO gap**: 10.13 eV
**Charge**: 0
**LUMO level**: 0.606 eV



[4]
Here is a cluster of 3 separate species, CH3NO2 in total in a non-equilibrium geometry from the OMol25 dataset. Energies are from ωB97M-V with the def2-TZVPD basis set.

Last column: Mulliken charge in e.
Atoms and positions in Å:
C: -0.7562 -1.8904 0.6335  -0.072
N: -1.9045 -1.6270 0.9290  0.046
O: -2.6504 -1.5446 1.9464  -0.654
O: 0.9806 -2.3577 1.4183  -0.794
H: 1.2292 -1.5010 1.5116  0.219
H: 3.3528 10.6647 -6.0203  -1.000
H: -0.2515 -1.7440 -0.4185  0.253

**Total energy**: -244.87811 Eh
**HOMO-LUMO gap**: 4.16 eV
**Charge**: -2
**LUMO level**: 5.727 eV



[5]
Here is the molecule CH3NO2 in a non-equilibrium geometry from the OMol25 dataset. Energies are from ωB97M-V with the def2-TZVPD basis set.

Last column: Mulliken charge in e.
Atoms and positions in Å:
C: 0.5810 0.0176 0.0339  -0.771
N: -0.8485 -0.0875 0.0982  0.806
O: -1.4589 -0.6975 0.9301  -0.498
O: -1.3506 0.6155 -0.8145  -0.506
H: 0.8938 -0.1578 -1.0191  0.295
H: 1.0042 0.9417 0.1538  0.333
H: 1.1789 -0.6321 0.6175  0.341

**Total energy**: -245.01898 Eh
**SMILES string**: C[N+](=O)[O-]
**HOMO-LUMO gap (spin up / spin down)**: 11.19 / 11.19 eV
**Charge**: 0
**LUMO level (spin up / spin down)**: 0.009 / 0.009 eV



[6]
Here is the molecule CH3NO2 in a non-equilibrium geometry from the OMol25 dataset. Energies are from ωB97M-V with the def2-TZVPD basis set.

Last column: Mulliken charge in e.
Atoms and positions in Å:
C: -0.8553 0.0447 0.0278  -0.567
N: 0.4359 0.5997 -0.0174  -0.168
O: 2.6198 -0.0307 -0.0634  -0.375
O: 1.4207 -0.3923 -0.0046  0.290
H: -1.4872 0.7691 0.5424  0.250
H: -1.2365 -0.0558 -0.9951  0.249
H: -0.8974 -0.9347 0.5102  0.322

**Total energy**: -244.89825 Eh
**HOMO-LUMO gap (spin up / spin down)**: 8.48 / 8.48 eV
**Charge**: 0
**LUMO level (spin up / spin down)**: -1.480 / -1.480 eV